No. 1
C5H14NO2 | ωB97M-V/def2-TZVPD

Charge: -1
Energy: -404.09738 hartree

Geometry (Å):
O: -0.36 -2.94 -0.90
O: -1.34 -5.39 -1.21
N: 1.07 2.41 0.98
C: 0.56 3.27 2.05
C: 0.01 0.79 -0.52
C: 0.32 -0.59 -1.12
C: 0.52 1.03 0.85
C: -0.78 -1.69 -1.01
H: -0.53 -5.31 -0.70
H: -0.53 3.43 2.11
H: -1.36 -4.44 -1.48
H: 1.20 2.96 0.14
H: -1.43 -1.32 -0.13
H: 0.84 4.28 1.70
H: 0.35 1.56 -1.23
H: 0.55 -0.50 -2.19
H: -0.14 0.73 1.68
H: 1.00 2.96 3.00
H: -1.11 0.89 -0.65
H: -1.50 -1.62 -1.89
H: 1.20 -0.93 -0.56
H: 1.43 0.43 1.09

Here are the Mulliken charges for atoms 1 to 8, given in e: atom 1 (O): -0.834, atom 2 (O): -0.706, atom 3 (N): -0.372, atom 4 (C): -0.917, atom 5 (C): -0.612, atom 6 (C): -0.491, atom 7 (C): -0.279, atom 8 (C): -0.431


No. 2
C27H20ClN4O6Pt | ωB97M-V/def2-TZVPD

Charge: +1
Energy: -2290.44129 hartree
Spin multiplicity: 5
<S²>: 6.05

Geometry (Å):
Pt: 3.71 -16.27 0.89
Cl: 9.38 -13.30 -0.16
O: 3.05 -14.78 2.44
O: 4.60 -17.42 2.30
O: 6.97 -12.24 3.23
O: 2.61 -17.89 0.60
O: 4.21 -12.80 2.38
O: 7.60 -11.15 1.44
N: 3.01 -15.33 -0.67
N: 4.83 -14.61 1.06
N: 7.96 -15.40 0.47
N: 6.90 -15.88 1.05
C: 6.26 -16.07 5.28
C: 5.23 -17.20 3.39
C: 10.11 -17.97 -2.00
C: 1.40 -19.36 -0.67
C: 8.79 -17.67 -2.31
C: 0.28 -18.68 -2.75
C: 3.46 -13.93 -0.77
C: 6.22 -14.79 1.68
C: 6.15 -14.89 3.19
C: 0.56 -19.67 -1.75
C: 5.17 -18.35 4.23
C: 10.03 -16.52 -0.12
C: 2.14 -15.84 -1.52
C: 10.75 -17.36 -0.96
C: 1.87 -18.07 -0.47
C: 6.17 -17.28 6.12
C: 5.89 -16.01 3.94
C: 8.71 -16.24 -0.42
C: 7.10 -12.28 2.04
C: 7.06 -13.57 1.38
C: 5.64 -18.40 5.56
C: 3.94 -13.93 2.08
C: 8.07 -16.81 -1.51
C: 8.06 -14.03 0.61
C: 0.69 -17.42 -2.49
C: 1.52 -17.09 -1.42
C: 4.89 -13.90 -0.25
H: 8.27 -18.21 -3.08
H: 5.55 -14.55 -0.86
H: 7.72 -11.21 0.48
H: 10.47 -16.12 0.74
H: 0.22 -16.63 -3.08
H: 5.32 -12.90 -0.14
H: 11.82 -17.47 -0.64
H: 3.42 -13.53 -1.82
H: 2.85 -13.25 -0.13
H: 1.85 -15.19 -2.35
H: -0.31 -18.92 -3.63
H: 1.55 -20.11 0.12
H: 6.76 -15.29 5.92
H: 5.40 -19.29 6.08
H: 6.40 -17.24 7.21
H: 0.18 -20.66 -1.82
H: 10.66 -18.67 -2.61
H: 4.61 -19.25 3.88
H: 7.06 -16.51 -1.67
H: 6.56 -14.13 3.76

Here are the Mulliken charges for atoms 1 to 8, given in e: atom 1 (Pt): 0.672, atom 2 (Cl): -0.143, atom 3 (O): -0.596, atom 4 (O): -0.519, atom 5 (O): -0.531, atom 6 (O): -0.655, atom 7 (O): -0.496, atom 8 (O): -0.539


No. 3
CHN3O3 | ωB97M-V/def2-TZVPD

Energy: -428.36910 hartree

Geometry (Å):
O: -1.26 2.08 -0.60
O: 0.68 1.80 0.42
O: -3.37 0.01 0.88
N: -0.48 1.41 -0.03
N: -0.61 0.23 0.33
N: -2.52 -0.56 -1.26
C: -2.96 -0.29 -0.15
H: 0.21 -0.54 0.35

Charges per atom according to Mulliken partitioning, unit e: atom 1 (O): -0.500, atom 2 (O): -0.545, atom 3 (O): -0.349, atom 4 (N): 1.302, atom 5 (N): -0.596, atom 6 (N): -0.426, atom 7 (C): 0.781, atom 8 (H): 0.334


No. 4
C4H12N2O | ωB97M-V/def2-TZVPD

Energy: -344.35031 hartree

Geometry (Å):
O: -1.84 -0.81 -0.88
N: 0.17 0.29 -0.57
N: 0.76 -1.97 1.53
C: 0.73 -0.35 -1.75
C: -1.77 0.74 0.92
C: -1.13 -0.09 -0.17
C: 0.84 1.49 -0.11
H: -1.22 0.59 1.86
H: 0.53 1.78 0.89
H: 0.27 -1.32 -1.94
H: -0.20 -2.01 1.05
H: 1.32 -2.82 1.38
H: 0.57 0.30 -2.61
H: -2.80 0.41 1.07
H: 1.81 -0.51 -1.59
H: -1.80 1.79 0.65
H: 1.19 -1.12 1.17
H: 1.92 1.30 -0.08
H: 0.64 2.31 -0.81

Here are the Mulliken charges for atoms 1 to 8, given in e: atom 1 (O): -0.626, atom 2 (N): 0.247, atom 3 (N): -0.699, atom 4 (C): -1.060, atom 5 (C): -1.291, atom 6 (C): 0.687, atom 7 (C): -1.047, atom 8 (H): 0.354


No. 5
C7H21BCuOP3 | ωB97M-V/def2-TZVPD

Charge: +1
Energy: -3043.63598 hartree
Spin multiplicity: 2
<S²>: 0.75

Geometry (Å):
Cu: -0.49 -3.21 -3.69
P: 1.10 -1.86 -1.36
P: -1.40 0.11 -0.85
P: 1.24 0.72 0.67
O: 1.04 -2.16 -2.88
C: -1.63 2.76 -1.46
C: 2.52 -0.37 1.41
C: -2.90 -0.74 1.44
C: 1.97 -1.72 1.91
C: -2.23 -1.20 0.12
C: 2.18 2.21 0.09
C: -1.91 1.76 -0.31
B: 0.52 -0.09 -0.96
H: 2.15 3.01 0.82
H: -2.11 2.47 -2.38
H: 0.91 -1.86 1.69
H: 2.90 0.17 2.28
H: -2.26 -1.00 2.28
H: 1.72 2.52 -0.85
H: 2.51 -2.52 1.42
H: 0.42 -2.86 -0.63
H: -0.56 2.75 -1.66
H: 3.39 -0.50 0.77
H: -1.35 2.08 0.56
H: 3.19 1.90 -0.15
H: -1.52 -1.98 0.36
H: -2.99 -1.64 -0.52
H: -3.18 0.31 1.46
H: 2.12 -1.87 2.98
H: -3.80 -1.32 1.57
H: 0.89 0.57 -1.90
H: -1.91 3.77 -1.18
H: 2.44 -2.01 -0.97
H: -2.97 1.80 -0.07

Here are the Mulliken charges for atoms 1 to 8, given in e: atom 1 (Cu): 0.652, atom 2 (P): 0.543, atom 3 (P): 0.265, atom 4 (P): 0.198, atom 5 (O): -0.680, atom 6 (C): -1.224, atom 7 (C): -0.739, atom 8 (C): -1.118


No. 6
C3H9N2O | ωB97M-V/def2-TZVPD

Charge: -1
Energy: -304.35019 hartree

Geometry (Å):
O: -1.76 -1.13 -1.43
N: -1.26 0.01 -1.04
N: 0.14 0.44 -2.31
C: 0.04 1.20 0.66
C: 0.34 -1.32 0.41
C: -0.61 -0.12 0.28
H: -1.47 -0.31 0.94
H: 0.74 1.48 -0.11
H: -0.03 -2.09 -0.27
H: 0.65 -0.45 -2.31
H: 0.36 -1.71 1.42
H: 0.54 1.11 1.63
H: 1.35 -1.04 0.11
H: -0.47 0.39 -3.12
H: -0.73 1.98 0.73

Here are the Mulliken charges for atoms 1 to 8, given in e: atom 1 (O): -0.643, atom 2 (N): -0.271, atom 3 (N): -0.816, atom 4 (C): -1.387, atom 5 (C): -1.464, atom 6 (C): 0.616, atom 7 (H): 0.324, atom 8 (H): 0.363


No. 7
CF2N2O4 | ωB97M-V/def2-TZVPD

Energy: -648.01219 hartree

Geometry (Å):
F: 1.66 0.80 -0.35
F: 1.20 -1.41 -0.46
O: -0.02 -1.29 1.78
O: -1.39 1.44 -0.83
O: 0.01 0.86 1.85
O: -1.43 -0.46 -1.90
N: -1.09 0.43 -1.29
N: 0.30 -0.19 1.32
C: 0.76 -0.18 -0.12

Here are the Mulliken charges for atoms 1 to 8, given in e: atom 1 (F): -0.212, atom 2 (F): -0.184, atom 3 (O): -0.515, atom 4 (O): -0.355, atom 5 (O): -0.491, atom 6 (O): -0.394, atom 7 (N): 0.841, atom 8 (N): 0.872


No. 8
C2H5O2 | ωB97M-V/def2-TZVPD

Charge: -1
Energy: -229.67374 hartree

Geometry (Å):
O: -0.29 -2.65 1.13
O: 0.17 0.18 1.01
C: 0.26 1.18 0.20
C: 0.05 1.22 -1.17
H: -0.03 -1.72 1.09
H: -0.33 2.12 -1.64
H: 0.49 2.06 0.81
H: 0.45 0.39 -1.75
H: -0.76 -2.78 0.31

Here are the Mulliken charges for atoms 1 to 8, given in e: atom 1 (O): -0.700, atom 2 (O): -0.829, atom 3 (C): -0.228, atom 4 (C): -0.731, atom 5 (H): 0.459, atom 6 (H): 0.239, atom 7 (H): 0.347, atom 8 (H): 0.163


No. 9
C46H40GaN7P2S | ωB97M-V/def2-TZVPD

Energy: -5165.85676 hartree

Geometry (Å):
Ga: 0.25 -0.36 1.16
S: -1.89 -1.58 0.86
P: -0.68 1.82 -0.07
P: 0.55 -1.09 -1.28
N: -0.52 0.76 2.78
N: -2.49 4.31 4.14
N: -2.84 -3.39 2.64
N: -0.37 1.05 -2.76
N: 1.73 -1.32 1.45
N: -1.88 -1.74 3.62
N: 1.77 3.52 5.47
C: 0.82 3.24 4.88
C: -0.13 5.55 1.54
C: -2.49 2.02 -0.07
C: 2.17 -1.81 2.65
C: -2.21 -2.23 2.41
C: 0.26 -5.62 -1.97
C: -5.27 2.22 -0.05
C: -0.38 1.75 3.39
C: 1.66 -1.52 3.94
C: 3.62 -0.45 -3.93
C: 0.81 -3.74 -0.58
C: 2.15 -2.13 5.08
C: 4.35 0.54 -3.28
C: 3.23 -2.74 2.62
C: 0.87 1.71 -6.73
C: -0.02 0.23 -5.04
C: 0.41 -2.87 -1.60
C: -0.07 -3.40 -2.80
C: -3.21 1.95 -1.26
C: 2.83 0.44 -1.43
C: 0.74 -5.11 -0.77
C: -2.91 -3.63 4.01
C: -1.51 3.70 4.15
C: 1.31 3.20 1.19
C: -0.72 4.47 0.91
C: 0.00 3.29 0.73
C: -2.30 -2.59 4.62
C: 0.39 0.47 -6.34
C: 1.90 4.28 1.82
C: 3.17 -3.07 5.01
C: -4.60 2.04 -1.25
C: 3.96 0.98 -2.03
C: 2.49 -0.98 -3.33
C: -0.21 2.14 -1.82
C: 0.93 2.71 -5.79
C: -0.34 2.90 4.14
C: 1.18 5.46 2.00
C: 0.04 1.25 -4.08
C: 3.71 -3.36 3.76
C: -4.55 2.30 1.14
C: -0.15 -4.77 -2.98
C: -0.80 -0.25 -2.28
C: 2.07 -0.52 -2.09
C: 0.52 2.50 -4.48
C: -3.35 -4.27 1.60
C: -3.17 2.19 1.13
H: 4.55 1.73 -1.50
H: -1.18 -0.86 -3.09
H: -4.16 -3.80 1.06
H: -0.36 -0.76 -4.78
H: -1.75 4.54 0.58
H: -5.07 2.46 2.08
H: 1.30 3.69 -6.06
H: -5.15 1.99 -2.18
H: -1.38 -0.86 3.72
H: -0.40 -2.74 -3.60
H: -1.64 -0.13 -1.59
H: -2.54 -4.50 0.90
H: 1.86 2.27 1.09
H: 2.56 0.74 -0.42
H: 0.84 2.47 -1.77
H: 2.91 4.20 2.20
H: 1.73 -1.87 6.04
H: -3.70 -5.19 2.07
H: 1.06 -5.77 0.02
H: 4.52 -4.07 3.68
H: 3.93 -0.80 -4.90
H: -2.63 2.28 2.06
H: -0.70 6.45 1.71
H: -2.11 -2.40 5.66
H: 1.63 6.30 2.52
H: 0.60 3.32 -3.78
H: 0.34 -0.35 -7.06
H: -0.80 3.02 -2.13
H: 3.55 -3.55 5.91
H: -0.53 -5.16 -3.91
H: -6.35 2.30 -0.04
H: 0.20 -6.70 -2.11
H: -2.70 1.82 -2.21
H: 5.23 0.96 -3.75
H: -3.37 -4.51 4.41
H: 0.88 -0.78 4.04
H: 1.19 -3.31 0.34
H: 1.93 -1.75 -3.84
H: 1.19 1.88 -7.75
H: 3.68 -2.96 1.65

Here are the Mulliken charges for atoms 1 to 8, given in e: atom 1 (Ga): 0.351, atom 2 (S): -0.459, atom 3 (P): 1.242, atom 4 (P): 0.657, atom 5 (N): 0.129, atom 6 (N): -0.611, atom 7 (N): 0.215, atom 8 (N): 1.040


No. 10
C3H4NO | ωB97M-V/def2-TZVPD

Charge: +1
Energy: -246.23210 hartree

Geometry (Å):
O: -1.65 0.52 1.63
N: -1.18 1.52 0.92
C: 0.67 0.91 -0.61
C: -0.38 0.72 0.16
C: -0.98 -0.48 0.94
H: 1.13 0.11 -1.30
H: -1.47 -1.14 0.26
H: 1.15 1.84 -0.73
H: -0.23 -1.07 1.40

Here are the Mulliken charges for atoms 1 to 8, given in e: atom 1 (O): 0.019, atom 2 (N): -0.002, atom 3 (C): -0.492, atom 4 (C): 0.449, atom 5 (C): -0.192, atom 6 (H): 0.267, atom 7 (H): 0.302, atom 8 (H): 0.313


No. 11
C30H24AuF12NO4Se | ωB97M-V/def2-TZVPD

Charge: -2
Energy: -5248.92499 hartree
Spin multiplicity: 3
<S²>: 2.02

Geometry (Å):
Au: -1.89 -1.24 -1.06
Se: 0.04 1.31 -1.52
F: 2.10 -1.28 -3.95
F: -4.37 -0.99 3.03
F: -2.44 2.22 2.06
F: -4.31 1.27 1.60
F: -0.96 -4.16 -3.61
F: -0.23 -2.60 -4.90
F: 2.94 -3.00 -2.94
F: 1.06 -4.23 -4.39
F: -3.05 0.33 4.09
F: -2.45 -1.71 3.67
F: -2.78 1.43 0.09
F: 2.36 -1.26 -1.80
O: -2.92 -1.14 0.89
O: -5.22 -0.51 -1.51
O: -0.26 -1.48 -2.58
O: -3.22 -0.59 -2.56
N: -0.37 -1.81 0.19
C: 1.99 -2.03 -2.83
C: 0.39 3.12 -1.07
C: -2.44 -0.24 1.77
C: 0.90 5.79 -0.35
C: -3.09 -0.65 3.14
C: 2.44 2.37 0.25
C: 0.97 0.65 3.34
C: 0.11 -3.39 -3.88
C: -2.99 1.18 1.39
C: -0.89 -0.20 1.98
C: 1.48 1.59 4.40
C: 1.12 -4.77 -1.48
C: 0.59 -3.48 -1.36
C: 0.97 -5.17 0.85
C: -0.22 5.45 -1.12
C: 1.16 7.22 0.04
C: 0.54 -2.56 -2.61
C: 0.23 -3.03 -0.07
C: 0.43 -3.91 1.01
C: 1.35 -1.02 1.65
C: -0.37 0.62 2.98
C: -0.49 4.14 -1.48
C: 1.31 -5.63 -0.42
C: -1.73 3.85 -2.28
C: 1.83 -0.21 2.66
C: -0.01 -1.04 1.27
C: 1.51 3.43 -0.27
C: 1.75 4.77 0.06
C: 1.86 -7.02 -0.63
C: -4.47 -0.34 -2.46
H: 1.41 -5.12 -2.46
H: 0.71 1.78 5.16
H: -2.52 3.44 -1.63
H: 1.09 -5.81 1.72
H: 2.93 1.84 -0.56
H: 1.89 1.62 0.82
H: 1.12 -7.69 -1.07
H: 2.89 -0.22 2.90
H: 2.73 -7.00 -1.31
H: -1.55 3.09 -3.03
H: 1.76 2.56 3.98
H: 2.18 -7.46 0.31
H: 2.61 5.01 0.66
H: 2.35 1.19 4.91
H: 1.15 7.87 -0.83
H: 0.13 -3.57 1.99
H: -2.11 4.76 -2.75
H: -1.04 1.27 3.53
H: 0.40 7.58 0.73
H: -0.90 6.24 -1.43
H: 2.13 7.32 0.53
H: -4.88 0.09 -3.40
H: 3.20 2.82 0.89
H: 2.04 -1.65 1.09

Here are the Mulliken charges for atoms 1 to 8, given in e: atom 1 (Au): 0.709, atom 2 (Se): 0.191, atom 3 (F): -0.293, atom 4 (F): -0.257, atom 5 (F): -0.318, atom 6 (F): -0.324, atom 7 (F): -0.277, atom 8 (F): -0.256


No. 12
C5H4O2 | ωB97M-V/def2-TZVPD

Energy: -343.23016 hartree

Geometry (Å):
O: 0.55 1.20 0.62
O: -1.19 -1.37 1.66
C: -0.68 -0.35 1.12
C: -0.36 0.10 -1.21
C: 0.80 -0.08 0.72
C: -0.78 0.85 0.07
C: 0.63 -0.69 -0.66
H: 1.28 -1.50 -1.16
H: -1.46 1.90 -0.05
H: 1.81 -0.39 1.21
H: -0.59 0.34 -2.33

Here are the Mulliken charges for atoms 1 to 8, given in e: atom 1 (O): -0.393, atom 2 (O): -0.566, atom 3 (C): 0.392, atom 4 (C): -0.329, atom 5 (C): 0.027, atom 6 (C): 0.006, atom 7 (C): -0.447, atom 8 (H): 0.315